[1]
DFT (the ωB97M-V functional and the def2-TZVPD basis) results for a gas-phase ion, C4H8N3O (charge +1) in a non-equilibrium geometry.

As for the net charge: +1. The SMILES is CCc1noc[n+]1N. Its relative energy (zero: lowest compared OMol25 entry of this formula, charge and spin) is 586.15 kJ/mol. As for the gap between HOMO and LUMO: 0.41905 hartree. The calculation puts the HOMO energy at -0.541 hartree. As for the total energy: -396.3130 Ha.

Last column: Löwdin charge in e.
CARTESIAN COORDINATES (ANGSTROEM)
O1 -2.29987 -0.22083 1.03181  0.089
N1 -0.48643 -1.36410 0.60784  0.006
N2 0.56107 -2.12203 0.35011  0.140
N3 -1.66481 0.64071 0.25349  0.162
C1 -0.52976 0.22093 -0.06347  -0.047
C2 0.97804 2.10196 -0.58343  -0.056
C3 -1.62143 -1.32921 1.14990  -0.079
C4 0.59888 0.71263 -0.93997  -0.149
H1 1.31109 -0.01715 -0.84305  0.066
H2 1.31958 -1.55724 -0.04424  0.123
H3 -2.08947 -2.05099 1.66841  0.146
H4 0.10970 0.58411 -1.91600  0.154
H5 0.56610 -3.01374 0.88818  0.171
H6 0.51007 2.81428 -1.29659  0.115
H7 1.96980 2.22068 -0.73752  0.045
H8 0.76744 2.38000 0.47452  0.114

---

[2]
DFT (the ωB97M-V functional and the def2-TZVPD basis) results for 2 unconnected molecules or ions with the total composition C4H8N3O in a non-equilibrium geometry.

As for the net charge: +1. Its relative energy (zero: lowest compared OMol25 entry of this formula, charge and spin) is 554.61 kJ/mol. As for the gap between HOMO and LUMO (alpha / beta): 0.31227 / 0.24743 hartree. The calculation puts the HOMO energy (alpha / beta) at -0.492 / -0.446 hartree. As for the total energy: -396.3250 Ha.

Last column: Löwdin charge in e.
CARTESIAN COORDINATES (ANGSTROEM)
O1 1.01204 -1.42693 1.93655  0.027
N1 -0.55357 1.59923 -1.61531  0.152
N2 1.12791 -0.82334 -0.28320  0.081
N3 -1.85493 0.27798 -0.06453  0.172
C1 1.96410 -0.09335 0.49777  -0.121
C2 0.59661 -1.84799 0.60975  -0.154
C3 1.96996 -0.53297 1.77600  -0.050
C4 -0.79632 0.62966 -0.74252  -0.150
H1 0.43277 1.54052 -1.82399  0.102
H2 2.42204 -0.00260 2.58671  0.147
H3 -1.00981 2.37869 -2.11269  0.149
H4 1.21624 -2.71354 0.26691  0.168
H5 -2.64695 0.81578 0.11177  0.109
H6 2.47781 0.69327 0.00253  0.117
H7 -0.42200 -2.15202 0.30829  0.140
H8 -1.56833 -0.57786 0.45667  0.110